The following is a DFT calculation (ωB97M-V/def2-TZVPD) of 2 unconnected molecules or ions with the total composition C6H16O.

Summary:
energy above the lowest of the compared OMol25 structures with the same formula, charge and spin: 2.330 eV
SMILES: CCC(C)CC.O
strongest force on any atom: 4.25 eV/A
LUMO energy: 0.9394 eV
HOMO-LUMO gap: 0.3998 Ha

Bonds (Å) are listed after each position.
Positions of all 23 atoms, in Å:
1 C 1.821 2.340 -1.772  C2 1.540, H7 1.140, H8 1.198, H9 1.099
2 C 0.648 1.659 -1.042  C1 1.540, C3 1.549, H10 1.149, H11 1.155
3 C 1.146 0.584 -0.043  C2 1.549, C4 1.522, C5 1.633, H12 1.140
4 C 1.606 1.303 1.216  C3 1.522, H13 1.064, H14 1.044, H15 1.158
5 C -0.202 -0.337 0.004  C3 1.633, C6 1.528, H16 1.143, H17 1.082
6 C -0.084 -1.169 1.281  C5 1.528, H18 1.123, H19 1.063, H20 1.092
7 H 2.838 2.100 -1.316  C1 1.140
8 H 1.623 2.231 -2.948  C1 1.198
9 H 1.773 3.439 -1.760  C1 1.099
10 H -0.300 1.392 -1.633  C2 1.149
11 H 0.273 2.474 -0.314  C2 1.155
12 H 1.881 -0.130 -0.543  C3 1.140
13 H 1.515 0.645 2.048  C4 1.064
14 H 0.995 2.088 1.530  C4 1.044
15 H 2.653 1.705 0.928  C4 1.158
16 H -1.003 0.475 0.077  C5 1.143
17 H -0.236 -0.873 -0.936  C5 1.082
18 H -0.002 -0.738 2.314  C6 1.123
19 H -0.857 -1.839 1.567  C6 1.063
20 H 0.709 -1.914 1.184  C6 1.092
21 H -4.454 -4.158 -0.490  O23 0.923
22 H -4.666 -3.181 0.604  O23 0.923
23 O -4.044 -3.750 0.228  H21 0.923, H22 0.923

Charges per atom according to Löwdin partitioning, unit e:
1. C -0.13
2. C -0.29
3. C -0.39
4. C -0.08
5. C -0.20
6. C -0.14
7. H 0.08
8. H 0.10
9. H 0.05
10. H 0.12
11. H 0.11
12. H 0.15
13. H 0.04
14. H 0.05
15. H 0.11
16. H 0.12
17. H 0.10
18. H 0.08
19. H 0.04
20. H 0.08
21. H 0.00
22. H 0.00
23. O 0.00